a:
Density functional theory data (ωB97M-V with the def2-TZVPD basis set) for a cluster of 3 separate species, FN2O3S in total.

- HOMO-LUMO gap (spin up / spin down): 6.37 / 2.51 eV
- Total charge: -1
- LUMO (spin up / spin down): 0.071 / 0.005 Eh

Last column: natural (NBO) charge in e.
CARTESIAN COORDINATES (ANGSTROEM)
N 2.31 -0.22 0.69  0.204
N -3.13 0.02 -0.82  0.298
O 1.73 0.64 1.23  -0.214
O -3.13 0.86 0.07  -0.470
O -3.99 -0.09 -1.71  -0.501
F 4.01 -0.14 1.14  -0.528
S 2.20 -1.08 -0.61  0.211

b:
Density functional theory data (ωB97M-V with the def2-TZVPD basis set) for a cluster of 2 separate species, FN2O3S in total.

- HOMO-LUMO gap: 7.76 eV
- Total charge: -1
- LUMO: 0.114 Eh

Last column: natural (NBO) charge in e.
CARTESIAN COORDINATES (ANGSTROEM)
N 1.71 -0.32 0.38  0.115
N -1.87 0.23 -0.06  0.322
O 2.50 0.18 1.12  -0.329
O -2.67 1.12 0.22  -0.472
O -2.20 -0.84 -0.54  -0.475
F 2.37 0.03 -1.21  -0.586
S 0.16 -0.40 0.10  0.424

The energy of each structure relative to the most stable one, in eV, is as follows: a 0.921; b 0.000.

a:
Density functional theory data (ωB97M-V with the def2-TZVPD basis set) for a cluster of 2 separate species, HI3OP in total.

- HOMO-LUMO gap: 5.05 eV
- Total charge: +1
- LUMO: -0.270 Eh

Last column: natural (NBO) charge in e.
CARTESIAN COORDINATES (ANGSTROEM)
O -1.98 -0.24 0.33  -0.981
P -1.18 -0.89 -0.83  1.193
I -0.88 -3.07 0.07  0.166
I 1.87 1.32 -0.30  -0.079
I 4.29 2.04 0.38  0.118
H -2.12 0.82 0.35  0.583

b:
Density functional theory data (ωB97M-V with the def2-TZVPD basis set) for a cluster of 2 separate species, HI3OP in total.

- HOMO-LUMO gap (spin up / spin down): 6.32 / 6.32 eV
- Total charge: +1
- LUMO (spin up / spin down): -0.297 / -0.297 Eh

Last column: natural (NBO) charge in e.
CARTESIAN COORDINATES (ANGSTROEM)
O 2.06 0.08 -0.35  -0.631
P -0.54 -0.09 0.27  0.333
I -1.12 2.03 1.38  0.256
I -0.95 -1.74 1.91  0.317
I -1.55 -0.13 -1.94  0.278
H 2.09 -0.15 -1.26  0.447

The energy of each structure relative to the most stable one, in eV, is as follows: a 0.000; b 2.786.

a:
Density functional theory data (ωB97M-V with the def2-TZVPD basis set) for an isolated molecule of C8H10O2.

- SMILES: COc1cc(C)cc(O)c1
- HOMO-LUMO gap: 9.02 eV
- LUMO: 0.029 Eh

Last column: natural (NBO) charge in e.
CARTESIAN COORDINATES (ANGSTROEM)
C 3.07 -0.57 0.04  -0.267
O 1.97 -1.47 0.04  -0.498
C 0.76 -0.90 -0.15  0.361
C 0.56 0.48 -0.02  -0.396
C -0.78 0.91 -0.04  0.056
C -0.97 2.42 0.02  -0.653
C -1.91 -0.01 -0.14  -0.348
C -1.61 -1.42 -0.08  0.346
O -2.56 -2.33 0.12  -0.667
C -0.30 -1.83 -0.24  -0.353
H 3.05 -0.10 1.05  0.179
H 4.01 -1.14 -0.20  0.211
H 2.78 0.35 -0.59  0.187
H 1.27 1.35 -0.06  0.229
H -0.86 2.91 -1.00  0.224
H -1.99 2.91 0.35  0.220
H -0.30 2.83 0.75  0.219
H -2.96 0.38 -0.22  0.219
H -3.37 -1.95 0.61  0.492
H 0.15 -2.81 -0.22  0.240

b:
Density functional theory data (ωB97M-V with the def2-TZVPD basis set) for an isolated molecule of C8H10O2.

- SMILES: COc1cccc(OC)c1
- HOMO-LUMO gap: 9.47 eV
- LUMO: 0.034 Eh

Last column: natural (NBO) charge in e.
CARTESIAN COORDINATES (ANGSTROEM)
C 3.56 -0.52 0.10  -0.242
O 2.38 -1.23 -0.12  -0.500
C 1.22 -0.40 -0.17  0.331
C 1.25 1.03 -0.19  -0.350
C 0.03 1.69 -0.06  -0.161
C -1.17 0.99 -0.02  -0.327
C -1.16 -0.43 0.01  0.319
O -2.32 -1.19 -0.07  -0.506
C -3.54 -0.51 -0.02  -0.275
C 0.01 -1.12 -0.08  -0.305
H 3.39 0.10 1.00  0.172
H 4.34 -1.23 0.13  0.197
H 3.79 0.16 -0.72  0.167
H 2.13 1.63 0.04  0.228
H -0.09 2.78 0.00  0.215
H -2.03 1.57 0.10  0.216
H -3.92 -0.35 1.20  0.177
H -4.37 -1.27 -0.52  0.207
H -3.58 0.51 -0.61  0.191
H 0.09 -2.22 0.00  0.245

The energy of each structure relative to the most stable one, in eV, is as follows: a 0.000; b 0.513.

a:
Density functional theory data (ωB97M-V with the def2-TZVPD basis set) for a cluster of 3 separate species, C3H14N2O in total.

- HOMO-LUMO gap (spin up / spin down): 6.35 / 10.98 eV
- Total charge: +1
- 2S+1: 2
- LUMO (spin up / spin down): -0.109 / -0.114 Eh

Last column: natural (NBO) charge in e.
CARTESIAN COORDINATES (ANGSTROEM)
C 1.42 -0.84 -0.34  -0.198
C 0.06 -0.99 -1.01  -0.509
C -0.93 -0.35 -0.13  -0.375
N -2.77 0.05 -1.13  -0.982
N 1.61 0.62 0.05  -0.717
H 1.51 -1.42 0.59  0.221
H 2.30 -1.05 -0.97  0.208
H -0.14 -0.46 -1.94  0.222
H -0.08 -2.08 -1.14  0.247
H -0.90 0.72 0.14  0.165
H -1.53 -0.94 0.51  0.189
H -3.44 0.25 -0.39  0.376
H -3.22 -0.75 -1.60  0.381
H -2.89 0.85 -1.75  0.375
H 2.60 0.71 -0.09  0.422
H 1.06 1.19 -0.59  0.428
H 1.45 1.00 1.04  0.470
H 1.28 1.88 3.21  0.516
H 1.43 0.42 3.01  0.498
O 1.16 1.20 2.52  -0.938

b:
Density functional theory data (ωB97M-V with the def2-TZVPD basis set) for a cluster of 3 separate species, C3H14N2O in total.

- HOMO-LUMO gap (spin up / spin down): 5.92 / 11.29 eV
- Total charge: +1
- 2S+1: 2
- LUMO (spin up / spin down): -0.108 / -0.112 Eh

Last column: natural (NBO) charge in e.
CARTESIAN COORDINATES (ANGSTROEM)
C -0.08 -0.08 1.64  -0.200
C 1.21 0.05 0.88  -0.515
C 0.88 -0.28 -0.47  -0.387
N 2.28 0.31 -1.81  -0.966
N -1.12 0.68 0.87  -0.707
H -0.44 -1.12 1.72  0.223
H -0.11 0.39 2.65  0.205
H 1.66 1.02 0.72  0.220
H 1.92 -0.63 1.39  0.248
H 0.12 0.29 -1.09  0.163
H 1.09 -1.22 -0.83  0.187
H 2.07 -0.19 -2.67  0.379
H 3.28 -0.01 -1.63  0.386
H 2.34 1.28 -2.13  0.377
H -1.65 1.00 1.61  0.412
H -0.65 1.42 0.35  0.426
H -1.84 0.24 0.21  0.466
H -3.56 -0.67 -1.12  0.520
H -2.80 -1.48 -0.15  0.491
O -2.70 -0.68 -0.60  -0.929

The energy of each structure relative to the most stable one, in eV, is as follows: a 0.000; b 0.913.

a:
Density functional theory data (ωB97M-V with the def2-TZVPD basis set) for a structure of composition C31H36BrF6KN8O6S2Se.

- HOMO-LUMO gap: 5.84 eV
- Total charge: -2
- LUMO: 0.144 Eh

Last column: Mulliken charge in e.
CARTESIAN COORDINATES (ANGSTROEM)
K 0.98 0.23 0.40  0.691
O 2.55 2.79 4.92  -0.432
C 2.37 3.98 4.26  1.067
C 2.80 5.18 4.82  -0.844
C 2.61 6.37 4.12  -0.415
C 2.00 6.36 2.88  -0.795
C 1.59 5.14 2.33  -0.357
C 1.75 3.95 3.01  -0.434
C 1.28 2.65 2.34  0.357
O 0.93 2.77 1.08  -0.825
N 0.09 2.19 3.20  -0.213
N -0.23 0.92 3.04  -0.152
C -1.46 0.55 3.13  -0.700
C -1.86 -0.83 2.95  0.450
Br -0.51 -2.04 2.40  -0.037
C -3.11 -1.30 3.04  -0.674
C -4.30 -0.54 3.48  0.172
C -5.50 -0.68 2.78  -0.437
C -6.64 0.01 3.16  -0.568
C -6.60 0.85 4.26  -0.410
C -5.42 0.99 4.98  -0.638
C -4.28 0.30 4.59  -0.175
H 3.09 2.95 5.70  0.290
H 3.28 5.18 5.79  0.265
H 2.95 7.30 4.56  0.342
H 1.87 7.28 2.33  0.381
H 1.14 5.07 1.35  0.469
H 2.04 1.87 2.57  -0.153
H -0.69 2.83 3.05  0.368
H -2.25 1.29 3.28  0.417
H -3.30 -2.32 2.73  0.434
H -5.52 -1.32 1.90  0.375
H -7.55 -0.11 2.59  0.362
H -7.49 1.39 4.56  0.374
H -5.39 1.64 5.84  0.373
H -3.37 0.40 5.17  0.524
C -0.74 -4.39 -0.92  -1.241
N -1.32 -3.10 -1.23  0.695
C -2.68 -2.93 -0.77  -1.199
C -0.92 -2.38 -2.33  0.226
N -1.66 -1.69 -3.12  -0.776
N 0.45 -2.40 -2.63  -0.164
C 1.49 -2.18 -1.71  0.316
N 2.59 -1.57 -2.30  -0.524
N 1.41 -2.57 -0.50  0.122
H -1.43 -5.19 -1.22  0.354
H -0.54 -4.46 0.15  0.262
H 0.21 -4.51 -1.44  0.407
H -3.41 -3.49 -1.38  0.254
H -2.96 -1.88 -0.76  0.333
H -2.74 -3.30 0.26  0.326
H -2.64 -1.79 -2.90  0.265
H 0.59 -1.92 -3.51  0.438
H 2.33 -0.76 -2.87  0.314
H 3.29 -1.32 -1.60  0.157
H 2.26 -2.30 0.00  -0.547
F -2.02 3.27 -0.11  -0.190
C -3.04 2.52 -0.51  0.405
F -3.86 3.28 -1.27  -0.271
F -3.73 2.14 0.57  -0.194
S -2.49 1.02 -1.43  1.201
O -1.61 0.36 -0.50  -0.002
O -3.72 0.38 -1.77  -0.718
N -1.81 1.66 -2.69  -0.688
S -0.31 1.52 -3.15  1.151
O 0.55 0.78 -2.27  -0.695
O -0.22 1.26 -4.56  -0.760
C 0.28 3.26 -3.00  0.563
F -0.48 4.08 -3.75  -0.250
F 0.26 3.68 -1.75  -0.150
F 1.54 3.33 -3.46  -0.241
C 2.85 -5.91 4.09  -1.501
C 3.24 -4.68 3.31  0.848
C 3.85 -4.78 2.07  -1.128
C 4.20 -3.65 1.33  1.596
C 4.86 -3.84 0.00  -1.572
C 3.93 -2.36 1.84  -0.389
Se 4.35 -0.79 0.82  -0.343
C 3.32 -2.26 3.11  1.308
C 3.01 -0.92 3.72  -1.426
C 2.99 -3.41 3.81  -1.143
H 3.09 -6.82 3.54  0.339
H 1.77 -5.93 4.30  0.283
H 3.36 -5.96 5.05  0.331
H 4.06 -5.76 1.66  0.154
H 5.10 -4.89 -0.17  0.399
H 5.77 -3.23 -0.08  0.295
H 4.21 -3.50 -0.82  0.239
H 2.21 -0.41 3.18  0.163
H 3.88 -0.26 3.67  0.348
H 2.69 -1.04 4.76  0.329
H 2.51 -3.31 4.78  0.238

b:
Density functional theory data (ωB97M-V with the def2-TZVPD basis set) for a structure of composition C31H36BrF6KN8O6S2Se.

- HOMO-LUMO gap: 5.69 eV
- Total charge: -2
- LUMO: 0.140 Eh

Last column: Mulliken charge in e.
CARTESIAN COORDINATES (ANGSTROEM)
K 2.23 -0.06 0.40  1.305
O -2.85 -3.48 1.89  -0.663
C -2.37 -2.73 2.93  0.627
C -3.16 -2.60 4.06  -0.683
C -2.72 -1.82 5.12  -0.325
C -1.49 -1.18 5.05  -0.866
C -0.70 -1.34 3.92  -0.362
C -1.12 -2.11 2.85  0.124
C -0.18 -2.30 1.64  -0.293
O 0.96 -1.66 1.73  -0.951
N -1.02 -1.87 0.43  1.157
N -0.74 -2.48 -0.72  -0.639
C -0.92 -1.89 -1.84  -0.388
C -0.84 -2.69 -3.05  0.291
Br 0.27 -1.93 -4.43  -0.227
C -1.40 -3.87 -3.34  -0.903
C -2.47 -4.62 -2.66  1.017
C -3.24 -4.17 -1.59  -0.377
C -4.26 -4.94 -1.06  -0.786
C -4.54 -6.20 -1.58  -0.393
C -3.79 -6.66 -2.66  -0.501
C -2.78 -5.88 -3.19  -0.651
H -2.35 -3.20 1.11  0.456
H -4.12 -3.09 4.09  0.398
H -3.35 -1.70 6.00  0.340
H -1.16 -0.54 5.87  0.387
H 0.28 -0.88 3.83  0.478
H -0.10 -3.40 1.45  0.299
H -1.20 -0.86 0.39  -0.523
H -1.13 -0.82 -1.93  0.478
H -1.08 -4.34 -4.27  0.261
H -3.05 -3.19 -1.16  0.697
H -4.82 -4.56 -0.22  0.385
H -5.33 -6.80 -1.16  0.360
H -4.00 -7.64 -3.08  0.350
H -2.20 -6.25 -4.03  0.288
C 2.59 1.33 -5.78  -1.083
N 3.17 1.35 -4.45  0.248
C 4.37 0.56 -4.32  -1.139
C 2.30 1.33 -3.36  -0.277
N 2.42 0.59 -2.33  0.289
N 1.30 2.30 -3.46  -0.033
C 0.18 2.26 -2.56  0.305
N 0.33 3.07 -1.46  -0.449
N -0.84 1.61 -2.92  -0.632
H 3.25 1.85 -6.48  0.328
H 1.62 1.81 -5.77  0.391
H 2.46 0.30 -6.14  0.273
H 5.06 0.84 -5.12  0.372
H 4.18 -0.52 -4.40  0.352
H 4.86 0.76 -3.36  0.213
H 3.12 -0.13 -2.47  0.096
H 1.68 3.22 -3.61  0.246
H 1.26 3.06 -1.06  0.279
H -0.42 2.98 -0.78  0.060
H -1.55 1.67 -2.18  0.157
F 6.98 -0.79 -2.17  -0.211
C 7.04 -0.99 -0.85  0.481
F 7.19 -2.30 -0.63  -0.216
F 8.11 -0.36 -0.38  -0.237
S 5.51 -0.41 -0.01  0.870
O 4.46 -1.20 -0.61  -0.697
O 5.75 -0.58 1.39  -0.651
N 5.49 1.07 -0.51  -0.126
S 4.96 2.28 0.35  0.770
O 3.53 2.24 0.58  -0.529
O 5.80 2.68 1.44  -0.650
C 5.16 3.57 -0.95  0.547
F 6.43 3.69 -1.32  -0.247
F 4.76 4.75 -0.45  -0.229
F 4.43 3.31 -2.03  -0.173
C -3.00 4.57 5.78  -1.445
C -2.83 3.87 4.46  0.807
C -3.89 3.73 3.57  -1.115
C -3.76 3.06 2.36  0.917
C -4.95 2.93 1.46  -1.519
C -2.52 2.51 1.99  0.195
Se -2.32 1.56 0.35  -0.399
C -1.44 2.66 2.88  1.305
C -0.10 2.08 2.54  -0.978
C -1.61 3.32 4.09  -1.263
H -3.99 5.02 5.86  0.338
H -2.26 5.36 5.91  0.328
H -2.89 3.88 6.62  0.290
H -4.86 4.14 3.84  0.170
H -5.82 3.43 1.89  0.372
H -5.19 1.88 1.27  0.274
H -4.74 3.36 0.47  0.266
H 0.30 2.55 1.63  0.241
H -0.19 1.02 2.32  -0.195
H 0.62 2.23 3.34  0.273
H -0.76 3.41 4.76  0.274

The energy of each structure relative to the most stable one, in eV, is as follows: a 0.000; b 0.307.

a:
Density functional theory data (ωB97M-V with the def2-TZVPD basis set) for the ion C3H8NOS2 with charge +1.

- SMILES: [NH3+][C@H](C=O)CSS
- HOMO-LUMO gap: 9.10 eV
- Total charge: +1
- LUMO: -0.144 Eh

Last column: natural (NBO) charge in e.
CARTESIAN COORDINATES (ANGSTROEM)
N 0.51 0.70 -1.77  -0.668
C -0.13 -0.24 -0.77  -0.164
C -1.59 0.18 -0.60  0.424
O -2.06 0.92 -1.42  -0.487
C 0.57 -0.11 0.60  -0.586
S 0.12 -1.52 1.64  0.117
S -0.09 -0.80 3.53  -0.062
H 0.64 0.22 -2.66  0.454
H -0.18 1.40 -1.94  0.458
H 1.36 1.09 -1.36  0.451
H 0.00 -1.21 -1.16  0.249
H -2.13 -0.24 0.26  0.188
H 1.65 -0.04 0.56  0.237
H 0.24 0.81 1.04  0.241
H 1.10 -1.16 4.04  0.149

b:
Density functional theory data (ωB97M-V with the def2-TZVPD basis set) for the ion C3H8NOS2 with charge +1.

- SMILES: [NH3+][C@H](C=O)CSS
- HOMO-LUMO gap: 8.39 eV
- Total charge: +1
- LUMO: -0.160 Eh

Last column: natural (NBO) charge in e.
CARTESIAN COORDINATES (ANGSTROEM)
N 0.73 0.45 -2.64  -0.705
C -0.19 0.28 -1.32  -0.118
C -1.34 1.32 -1.73  0.409
O -1.28 2.42 -1.29  -0.422
C 0.45 0.33 0.01  -0.647
S 0.32 -1.30 0.70  0.119
S 0.20 -1.02 2.82  -0.049
H 0.22 0.93 -3.37  0.440
H 1.53 1.13 -2.41  0.461
H 1.06 -0.48 -2.91  0.455
H -0.67 -0.72 -1.52  0.239
H -1.95 0.94 -2.59  0.147
H 1.48 0.67 0.00  0.242
H -0.04 1.13 0.62  0.290
H 1.49 -0.69 2.99  0.137

The energy of each structure relative to the most stable one, in eV, is as follows: a 0.000; b 1.011.